1.
The following is a DFT calculation (ωB97M-V/def2-TZVPD) of a molecular structure, C2H8N4 at a distorted geometry.

Last column: Mulliken charge in e.
Element x y z (Å)
C: 0.245 -1.495 -0.058  -1.21
C: -0.915 0.628 -0.162  0.42
H: 1.224 -1.821 -0.317  0.52
H: -0.134 -1.872 0.925  0.30
H: -0.376 -2.025 -1.008  0.27
H: 1.915 -0.584 1.052  0.33
H: 2.176 1.142 -0.410  0.29
H: 0.065 1.749 1.088  0.35
H: -1.628 2.310 0.739  0.27
H: -1.666 -0.509 -1.606  0.24
N: 0.280 -0.040 -0.214  0.12
N: 1.411 0.591 0.474  -0.75
N: -0.791 1.718 0.453  -0.36
N: -1.807 0.207 -0.956  -0.81

Computed properties:
HOMO-LUMO gap: 8.411 eV
LUMO energy: 0.0101 Ha
E_tot: -299.83924 Eh
Energy relative to the best compared isomer or geometry (same formula, charge and spin): 120.2 kcal/mol
Net charge: 0


2.
The following is a DFT calculation (ωB97M-V/def2-TZVPD) of a molecular structure, C2H8N4 at a distorted geometry.

Last column: Mulliken charge in e.
Element x y z (Å)
C: 1.394 0.358 0.046  -0.08
N: 1.268 -0.732 -0.803  -0.26
N: 0.136 -1.381 -0.185  -0.55
N: 1.062 1.581 -0.197  -0.75
C: -1.250 -0.475 0.674  -0.34
N: -1.482 0.783 0.219  -0.60
H: 1.036 -0.474 -1.759  0.30
H: 0.516 -2.033 0.504  0.25
H: 1.004 1.783 -1.195  0.25
H: -0.514 1.390 0.132  0.47
H: -1.948 0.786 -0.683  0.25
H: 1.677 0.110 1.067  0.45
H: -0.865 -0.491 1.693  0.31
H: -2.035 -1.205 0.486  0.31

Computed properties:
HOMO-LUMO gap: 9.566 eV
LUMO energy: 0.0407 Ha
E_tot: -299.89813 Eh
Energy relative to the best compared isomer or geometry (same formula, charge and spin): 83.2 kcal/mol
Net charge: 0


3.
The following is a DFT calculation (ωB97M-V/def2-TZVPD) of 4 unconnected molecules or ions with the total composition C2H8N4 at a distorted geometry.

Last column: Mulliken charge in e.
Element x y z (Å)
C: 0.478 -0.225 0.320  0.34
N: 1.514 -0.329 -0.611  -0.47
N: 0.400 0.898 1.000  -0.63
N: 0.024 -1.498 0.763  -0.52
C: -1.287 0.054 -1.135  0.09
N: -1.840 1.093 -1.160  -0.48
H: 1.903 0.564 -0.877  0.23
H: 1.469 -1.068 -1.296  0.26
H: -0.363 2.004 0.340  -0.08
H: -0.122 0.784 1.864  0.22
H: 0.782 -2.102 1.057  0.23
H: -0.706 -1.452 1.460  0.23
H: -1.014 2.230 -0.225  0.23
H: -1.236 -0.953 -1.501  0.36

Computed properties:
HOMO-LUMO gap: 8.520 eV
LUMO energy: 0.0212 Ha
E_tot: -299.89085 Eh
Energy relative to the best compared isomer or geometry (same formula, charge and spin): 87.8 kcal/mol
Net charge: 0


4.
The following is a DFT calculation (ωB97M-V/def2-TZVPD) of a gas-phase ion, C2H8N4 (charge +2) at a distorted geometry.

Last column: Mulliken charge in e.
Element x y z (Å)
C: 3.155 -0.508 -0.060  -0.18
N: 2.041 -0.034 -0.082  0.36
N: 1.112 0.672 -0.109  -0.09
C: -0.251 0.913 0.003  -0.24
N: -1.299 -0.449 0.113  -0.14
N: -2.623 -0.158 -0.188  -0.50
H: 3.652 -0.495 0.897  0.32
H: 3.396 -1.161 -0.904  0.32
H: -0.367 1.471 0.820  0.37
H: -0.637 1.533 -0.794  0.40
H: -0.739 -1.220 -0.429  0.40
H: -1.462 -0.919 1.106  0.43
H: -3.300 -0.138 0.562  0.30
H: -2.680 0.492 -0.936  0.27

Computed properties:
HOMO-LUMO gap: 8.795 eV
LUMO energy: -0.3815 Ha
E_tot: -299.14298 Eh
Structure (SMILES): C=[N+]=NC[NH2+]N
Energy relative to the best compared isomer or geometry (same formula, charge and spin): 151.6 kcal/mol
Net charge: +2


5.
The following is a DFT calculation (ωB97M-V/def2-TZVPD) of 2 unconnected molecules or ions with the total composition C2H8N4O at a distorted geometry.

Last column: Mulliken charge in e.
Element x y z (Å)
C: 0.840 0.549 -1.260  -0.01
C: -0.437 0.445 0.855  -0.36
N: -0.495 -1.936 -4.417  -0.61
N: -0.509 -1.180 -2.266  -0.59
N: -0.366 -1.542 -3.334  1.03
N: 0.080 0.108 2.211  -0.29
O: 0.713 0.217 -0.016  -0.20
H: -0.005 1.001 -1.871  0.37
H: 1.745 0.583 -1.750  0.39
H: -1.242 -0.101 0.393  0.43
H: -0.917 1.511 0.948  0.37
H: 0.106 -2.356 -5.097  0.34
H: 0.350 -0.840 2.278  0.35
H: 0.960 0.658 2.571  0.42
H: -0.678 0.357 2.811  0.38

Computed properties:
HOMO-LUMO gap (spin up / spin down): 7.638 / 7.639 eV
LUMO energy (spin up / spin down): -0.3662 / -0.3662 Ha
E_tot: -374.42135 Eh
Energy relative to the best compared isomer or geometry (same formula, charge and spin): 98.4 kcal/mol
Net charge: +2


6.
The following is a DFT calculation (ωB97M-V/def2-TZVPD) of 2 unconnected molecules or ions with the total composition C2H8N4O at a distorted geometry.

Last column: Mulliken charge in e.
Element x y z (Å)
C: -0.523 1.385 -0.937  0.42
C: -0.335 3.221 -2.605  0.20
N: -0.195 2.324 -1.676  -0.16
N: -0.500 0.504 -0.115  -0.21
N: -0.053 -2.192 1.410  -0.45
N: 0.719 -2.758 2.578  -0.31
O: 0.335 3.209 -3.726  -0.34
H: -0.826 -0.089 0.628  0.33
H: -0.965 4.088 -2.302  0.32
H: 0.201 -2.747 0.570  0.32
H: -1.028 -2.268 1.627  0.33
H: 0.212 -2.933 3.385  0.34
H: 1.454 -2.143 2.953  0.37
H: 1.082 -3.707 2.385  0.39
H: 0.420 4.108 -4.175  0.44

Computed properties:
HOMO-LUMO gap: 10.213 eV
LUMO energy: -0.2956 Ha
E_tot: -374.54316 Eh
Energy relative to the best compared isomer or geometry (same formula, charge and spin): 22.0 kcal/mol
Net charge: +2


7.
The following is a DFT calculation (ωB97M-V/def2-TZVPD) of a gas-phase ion, C2H8N4O (charge +2) at a distorted geometry.

Last column: Mulliken charge in e.
Element x y z (Å)
N: -2.270 -0.749 -1.011  -0.23
N: -1.259 -0.185 -0.204  -0.24
N: -0.389 0.495 -0.916  -0.07
C: 0.907 0.587 -0.636  0.08
N: 1.315 -0.081 0.380  -0.28
C: 2.183 -0.216 1.439  0.19
O: 2.232 0.674 2.385  -0.33
H: -3.018 -1.259 -0.505  0.38
H: -1.718 -1.256 -1.652  0.37
H: -2.935 -0.049 -1.406  0.37
H: -1.722 0.248 0.601  0.27
H: -0.621 1.178 -1.612  0.27
H: 1.601 1.088 -1.287  0.42
H: 2.849 -1.035 1.356  0.39
H: 2.846 0.561 3.068  0.41

Computed properties:
HOMO-LUMO gap: 11.125 eV
LUMO energy: -0.2875 Ha
E_tot: -374.49951 Eh
Structure (SMILES): [NH3+]N/[NH+]=C\N=C/O
Energy relative to the best compared isomer or geometry (same formula, charge and spin): 49.4 kcal/mol
Net charge: +2


8.
The following is a DFT calculation (ωB97M-V/def2-TZVPD) of 2 unconnected molecules or ions with the total composition C2H8N4O at a distorted geometry.

Last column: Mulliken charge in e.
Element x y z (Å)
C: 4.610 -7.542 2.977  0.64
C: -1.522 5.963 -2.505  -0.59
N: 3.380 -7.771 3.238  0.04
N: -2.493 3.931 -2.350  -0.43
N: 2.903 -7.542 4.619  -0.39
N: -2.525 5.071 -1.959  0.45
O: 5.656 -7.201 2.638  -0.10
H: -0.769 5.406 -2.933  0.32
H: -1.954 6.565 -3.429  0.32
H: -1.248 6.689 -1.743  0.31
H: 2.757 -8.263 2.690  0.27
H: -3.208 3.291 -2.062  0.29
H: 2.148 -6.971 4.689  0.26
H: 3.651 -7.401 5.235  0.28
H: -3.285 5.432 -1.317  0.32

Computed properties:
HOMO-LUMO gap: 9.575 eV
LUMO energy: -0.2813 Ha
E_tot: -374.51417 Eh
Energy relative to the best compared isomer or geometry (same formula, charge and spin): 40.2 kcal/mol
Net charge: +2


9.
The following is a DFT calculation (ωB97M-V/def2-TZVPD) of a single C2H8N4OS molecule at a distorted geometry.

Last column: Mulliken charge in e.
Element x y z (Å)
C: -1.472 0.195 1.399  -1.30
N: -0.438 -0.600 0.826  0.17
N: 0.518 -1.105 1.691  -0.77
C: 0.198 -0.064 -0.329  0.48
N: 1.528 -0.117 -0.339  -0.46
O: 2.045 0.163 -1.614  -0.39
N: -0.505 0.578 -1.264  -0.29
S: -0.729 0.212 -2.859  -0.15
H: -1.956 -0.312 2.176  0.36
H: -1.183 1.179 1.709  0.36
H: -2.304 0.150 0.729  0.53
H: 1.060 -0.227 2.098  0.28
H: 1.293 -1.774 1.108  0.37
H: 2.936 -0.092 -1.426  0.35
H: -1.359 0.940 -0.666  0.31
H: 0.368 0.873 -3.238  0.13

Computed properties:
HOMO-LUMO gap: 8.806 eV
LUMO energy: 0.0261 Ha
E_tot: -773.28159 Eh
Structure (SMILES): CN(N)/C(=N/O)NS
Energy relative to the best compared isomer or geometry (same formula, charge and spin): 37.9 kcal/mol
Net charge: 0